[1]
Formula: C22H29AsBrN5Os
Source: the Open Molecules 2025 dataset
Level of theory: ωB97M-V/def2-TZVPD

Positions of all 59 atoms, in Å:
Os1 0.05151 0.06714 -0.50521
Br1 -5.78682 -4.03455 -0.67098
C1 -4.11652 -3.28976 -0.93095
C2 -3.69472 -2.22337 -0.13273
C3 -2.42970 -1.70848 -0.32006
C4 -1.58661 -2.23284 -1.29593
C5 -2.01066 -3.27875 -2.11487
C6 -3.26967 -3.80685 -1.92570
N1 -0.31955 -1.62959 -1.40815
C7 0.71405 -2.11528 -2.04543
C8 1.93411 -1.32943 -2.08252
C9 3.05425 -1.66856 -2.81082
C10 4.15862 -0.80949 -2.78337
C11 4.10444 0.33754 -1.99687
C12 2.96864 0.60290 -1.25767
N2 1.89020 -0.20485 -1.30990
H1 -4.35606 -1.82895 0.62593
H2 -2.08022 -0.90174 0.34786
H3 -1.39209 -3.69335 -2.89967
H4 -3.61273 -4.62488 -2.54441
H5 0.67916 -3.09396 -2.50818
H6 3.06688 -2.57926 -3.39732
H7 5.04448 -1.04046 -3.36392
H8 4.94047 1.02339 -1.94490
H9 2.91612 1.46189 -0.59939
C13 -1.46663 1.03952 3.61037
C14 -0.45626 -0.04672 3.26150
As1 0.81802 0.43963 1.87454
C15 2.27117 -0.82281 2.13840
C16 1.85967 -2.25158 1.77320
C17 1.47036 2.26124 2.24916
C18 2.23621 2.19466 3.56930
H10 -2.06965 0.69594 4.45132
H11 -2.14925 1.25765 2.78771
H12 -0.98825 1.96501 3.93073
H13 -0.94683 -0.96652 2.93605
H14 0.19940 -0.30207 4.09923
H15 2.54300 -0.74313 3.19244
H16 3.12786 -0.49424 1.54728
H17 1.06796 -2.62943 2.42034
H18 2.71113 -2.92124 1.88855
H19 1.51503 -2.33617 0.73474
H20 0.59104 2.90478 2.29243
H21 2.09193 2.60403 1.42156
H22 1.62183 1.84496 4.39892
H23 2.53659 3.22065 3.80041
H24 3.14111 1.59367 3.50627
N3 -3.97086 3.18294 -1.96161
C19 -2.68303 2.94420 -1.85913
C20 -2.15746 1.75557 -1.28290
N4 -0.82181 1.59657 -1.24092
C21 0.01722 2.54752 -1.74752
C22 -0.55447 3.71575 -2.27286
N5 -1.84280 3.90456 -2.33375
H25 -4.68455 2.55364 -1.62604
H26 -4.27031 4.04945 -2.39572
H27 -2.78802 0.97658 -0.87289
H28 1.07810 2.36785 -1.74749
H29 0.08497 4.49912 -2.66849

HOMO-LUMO gap (spin up / spin down) in eV: 3.73 / 3.71
Charge: +4
Max |F| in eV/Å: 1.52
DFT total energy in Ha: -6028.3162
Energy relative to the best compared isomer or geometry (same formula, charge and spin) in kJ/mol: 0.00


[2]
Formula: C22H29ClIN9OPSY
Source: the Open Molecules 2025 dataset
Level of theory: ωB97M-V/def2-TZVPD

Positions of all 66 atoms, in Å:
Y1 1.60883 -0.30875 -0.43586
Cl1 -0.99670 2.41062 -6.51579
C1 -0.61213 2.09706 -4.86733
C2 -1.29894 2.73576 -3.87596
C3 -0.98681 2.49824 -2.52262
I1 -2.08795 3.49202 -1.05620
C4 0.00551 1.62821 -2.13659
O1 0.34797 1.38364 -0.87134
C5 0.69581 0.93908 -3.18185
N1 1.65258 0.03442 -2.78950
C6 2.34843 -0.60695 -3.71511
C7 2.14388 -0.41595 -5.08476
C8 1.17653 0.46204 -5.49499
C9 0.41323 1.17105 -4.54199
H1 -2.08401 3.43298 -4.13341
H2 3.10276 -1.30410 -3.36607
H3 2.74620 -0.96368 -5.79462
H4 0.98961 0.62439 -6.54793
C10 -0.06535 -2.79606 0.77314
N2 -0.04590 -2.04042 -0.53379
C11 -1.44482 -1.53164 -0.77385
N3 -2.41257 -2.59751 -0.77482
C12 -2.36656 -3.29054 0.51611
N4 -1.03835 -3.85553 0.77255
C13 -0.71139 -4.79526 -0.30876
N5 -0.73204 -4.12359 -1.61163
C14 0.23715 -3.06015 -1.61514
C15 -2.06597 -3.55703 -1.83125
H5 -0.30487 -2.08337 1.57083
H6 0.93265 -3.20608 0.94692
H7 -1.46020 -1.01353 -1.73615
H8 -1.68772 -0.81377 0.01491
H9 -3.10159 -4.09391 0.51691
H10 -2.62269 -2.58824 1.31260
H11 -1.44142 -5.60295 -0.31066
H12 0.27796 -5.21958 -0.13309
H13 0.21340 -2.54547 -2.57855
H14 1.23714 -3.46846 -1.44460
H15 -2.79992 -4.36130 -1.83736
H16 -2.09333 -3.05423 -2.79929
S1 5.70358 -2.64459 1.03798
C16 4.40506 -1.88534 0.60777
N6 3.40352 -1.30317 0.27743
C17 0.94728 3.42907 4.29548
N7 0.32327 3.74814 2.92662
C18 -1.19075 3.49033 3.02287
N8 -1.44371 2.15967 3.44947
C19 -0.81585 1.90731 4.74649
N9 0.63259 2.10180 4.69104
C20 1.30887 1.07944 3.89643
P1 0.73479 1.11055 2.12746
C21 0.94189 2.93250 1.83145
C22 -1.09963 1.15815 2.44419
H17 0.52849 4.15166 4.99559
H18 2.02237 3.58029 4.20628
H19 0.47004 4.73754 2.71708
H20 -1.60626 3.68397 2.03541
H21 -1.57619 4.20907 3.74572
H22 -1.03007 0.88846 5.06354
H23 -1.23811 2.59355 5.48091
H24 1.10712 0.09632 4.32367
H25 2.38950 1.22867 3.93111
H26 0.45881 3.17986 0.88438
H27 2.00055 3.18836 1.77200
H28 -1.44136 0.17897 2.78399
H29 -1.60422 1.38798 1.50249

HOMO-LUMO gap in eV: 7.58
Charge: +2
Max |F| in eV/Å: 0.29
DFT total energy in Ha: -2959.1611


- Among the records above, which one has the highest DFT total energy?
  C22H29ClIN9OPSY


- Which value of DFT total energy does entry 1 give?
  -6028.3162 Ha


Repeat the second record exactly.
Formula: C22H29ClIN9OPSY
Source: the Open Molecules 2025 dataset
Level of theory: ωB97M-V/def2-TZVPD

Positions of all 66 atoms, in Å:
Y1 1.60883 -0.30875 -0.43586
Cl1 -0.99670 2.41062 -6.51579
C1 -0.61213 2.09706 -4.86733
C2 -1.29894 2.73576 -3.87596
C3 -0.98681 2.49824 -2.52262
I1 -2.08795 3.49202 -1.05620
C4 0.00551 1.62821 -2.13659
O1 0.34797 1.38364 -0.87134
C5 0.69581 0.93908 -3.18185
N1 1.65258 0.03442 -2.78950
C6 2.34843 -0.60695 -3.71511
C7 2.14388 -0.41595 -5.08476
C8 1.17653 0.46204 -5.49499
C9 0.41323 1.17105 -4.54199
H1 -2.08401 3.43298 -4.13341
H2 3.10276 -1.30410 -3.36607
H3 2.74620 -0.96368 -5.79462
H4 0.98961 0.62439 -6.54793
C10 -0.06535 -2.79606 0.77314
N2 -0.04590 -2.04042 -0.53379
C11 -1.44482 -1.53164 -0.77385
N3 -2.41257 -2.59751 -0.77482
C12 -2.36656 -3.29054 0.51611
N4 -1.03835 -3.85553 0.77255
C13 -0.71139 -4.79526 -0.30876
N5 -0.73204 -4.12359 -1.61163
C14 0.23715 -3.06015 -1.61514
C15 -2.06597 -3.55703 -1.83125
H5 -0.30487 -2.08337 1.57083
H6 0.93265 -3.20608 0.94692
H7 -1.46020 -1.01353 -1.73615
H8 -1.68772 -0.81377 0.01491
H9 -3.10159 -4.09391 0.51691
H10 -2.62269 -2.58824 1.31260
H11 -1.44142 -5.60295 -0.31066
H12 0.27796 -5.21958 -0.13309
H13 0.21340 -2.54547 -2.57855
H14 1.23714 -3.46846 -1.44460
H15 -2.79992 -4.36130 -1.83736
H16 -2.09333 -3.05423 -2.79929
S1 5.70358 -2.64459 1.03798
C16 4.40506 -1.88534 0.60777
N6 3.40352 -1.30317 0.27743
C17 0.94728 3.42907 4.29548
N7 0.32327 3.74814 2.92662
C18 -1.19075 3.49033 3.02287
N8 -1.44371 2.15967 3.44947
C19 -0.81585 1.90731 4.74649
N9 0.63259 2.10180 4.69104
C20 1.30887 1.07944 3.89643
P1 0.73479 1.11055 2.12746
C21 0.94189 2.93250 1.83145
C22 -1.09963 1.15815 2.44419
H17 0.52849 4.15166 4.99559
H18 2.02237 3.58029 4.20628
H19 0.47004 4.73754 2.71708
H20 -1.60626 3.68397 2.03541
H21 -1.57619 4.20907 3.74572
H22 -1.03007 0.88846 5.06354
H23 -1.23811 2.59355 5.48091
H24 1.10712 0.09632 4.32367
H25 2.38950 1.22867 3.93111
H26 0.45881 3.17986 0.88438
H27 2.00055 3.18836 1.77200
H28 -1.44136 0.17897 2.78399
H29 -1.60422 1.38798 1.50249

HOMO-LUMO gap in eV: 7.58
Charge: +2
Max |F| in eV/Å: 0.29
DFT total energy in Ha: -2959.1611